{"formula": "C5H7N", "method": "wB97M-V/def2-TZVPD", "symbols": ["C", "C", "C", "N", "C", "C", "H", "H", "H", "H", "H", "H", "H"], "positions_angstrom": [[2.45, -0.60, 0.03], [1.57, 0.17, -0.26], [0.49, 1.01, -0.64], [-0.53, 1.53, 0.22], [-0.96, 0.33, -0.41], [-1.23, -0.93, 0.39], [3.27, -1.18, 0.37], [0.75, 1.71, -1.45], [-0.36, 1.45, 1.21], [-1.57, 0.43, -1.29], [-0.76, -0.95, 1.36], [-2.28, -1.17, 0.59], [-0.85, -1.81, -0.11]], "spin_multiplicity": 1, "smiles": "C#C[C@@H]1N[C@@H]1C", "e_tot_ev": -6785.1415, "gap_ev": 9.85}

{"formula": "C5H7N", "method": "wB97M-V/def2-TZVPD", "symbols": ["C", "C", "C", "C", "N", "C", "H", "H", "H", "H", "H", "H", "H"], "positions_angstrom": [[1.32, -0.28, 0.57], [0.63, 0.52, -0.47], [0.54, -0.98, -0.49], [-0.73, -0.24, -0.54], [-1.62, -0.05, 0.57], [-1.28, 1.20, 0.96], [2.41, -0.36, 0.48], [0.96, -0.24, 1.59], [1.06, 1.15, -1.25], [0.92, -1.61, -1.27], [-1.25, -0.21, -1.50], [-1.52, -0.75, 1.28], [-1.43, 1.84, 0.08]], "spin_multiplicity": 1, "e_tot_ev": -6782.6998, "gap_ev": 8.99}

{"formula": "C5H7N", "method": "wB97M-V/def2-TZVPD", "symbols": ["C", "C", "C", "C", "C", "N", "H", "H", "H", "H", "H", "H", "H"], "positions_angstrom": [[1.15, -0.61, -0.17], [0.80, 0.48, 0.81], [0.19, 1.39, -0.23], [0.02, -0.02, -1.02], [-1.24, -0.31, -0.22], [-0.67, 0.48, 0.86], [1.12, -1.67, 0.13], [2.12, -0.38, -0.61], [1.29, 0.75, 1.74], [-1.17, 1.19, 1.40], [-0.01, -0.13, -2.11], [-1.48, -1.34, 0.06], [-2.13, 0.19, -0.63]], "spin_multiplicity": 1, "e_tot_ev": -6783.6819, "gap_ev": 8.86}

{"formula": "C5H7N", "method": "wB97M-V/def2-TZVPD", "symbols": ["C", "C", "C", "C", "C", "N", "H", "H", "H", "H", "H", "H", "H"], "positions_angstrom": [[-1.90, 0.15, 0.06], [-0.47, 0.04, 0.03], [0.71, 1.16, 0.01], [1.89, 0.46, 0.05], [1.59, -0.92, 0.01], [0.23, -1.07, -0.02], [-2.34, 0.98, -0.63], [-2.26, -0.77, -0.37], [-2.40, 0.43, 1.06], [0.36, 2.11, 0.20], [2.70, 1.14, 0.02], [2.16, -1.78, -0.25], [-0.29, -1.94, -0.19]], "spin_multiplicity": 1, "smiles": "Cc1ccc[nH]1", "e_tot_ev": -6786.6964, "gap_ev": 8.26}

{"formula": "C5H7N", "method": "wB97M-V/def2-TZVPD", "symbols": ["C", "C", "C", "C", "N", "C", "H", "H", "H", "H", "H", "H", "H"], "positions_angstrom": [[1.22, -0.41, 0.60], [0.45, -0.61, -0.66], [0.68, 0.79, -0.14], [-0.86, 0.95, -0.03], [-1.53, -0.01, 0.81], [-1.08, -0.45, -0.48], [2.29, -0.55, 0.50], [0.84, -0.73, 1.57], [0.88, -1.04, -1.56], [1.34, 1.55, -0.54], [-1.44, 1.71, -0.51], [-0.99, -0.37, 1.59], [-1.82, -0.85, -1.16]], "spin_multiplicity": 1, "smiles": "C1[C@@H]2[C@H]1[C@@H]1N[C@H]21", "e_tot_ev": -6784.8932, "gap_ev": 9.76}

{"formula": "C5H7N", "method": "wB97M-V/def2-TZVPD", "symbols": ["C", "C", "C", "C", "C", "N", "H", "H", "H", "H", "H", "H", "H"], "positions_angstrom": [[1.31, 0.65, 0.13], [0.37, -0.47, -0.26], [-0.47, -1.04, 0.87], [-1.15, -0.32, -0.27], [-1.47, 1.04, -0.58], [-1.46, 2.05, -1.16], [1.54, 1.29, -0.73], [2.26, 0.20, 0.47], [0.95, 1.29, 0.95], [0.68, -0.97, -1.16], [-0.38, -0.51, 1.81], [-0.71, -2.09, 1.00], [-1.62, -1.03, -0.95]], "spin_multiplicity": 1, "smiles": "C[C@H]1C[C@H]1C#N", "e_tot_ev": -6786.8503, "gap_ev": 10.98}

{"formula": "C5H7N", "method": "wB97M-V/def2-TZVPD", "symbols": ["C", "C", "C", "N", "C", "C", "H", "H", "H", "H", "H", "H", "H"], "positions_angstrom": [[1.39, 0.43, -0.39], [-0.11, 0.35, -0.13], [-0.35, -0.21, 1.68], [-0.71, 1.09, 0.75], [-0.85, -0.36, -1.19], [-1.50, -0.64, -2.17], [1.45, 1.20, -1.16], [1.84, -0.48, -0.79], [1.92, 0.79, 0.49], [-0.85, -1.18, 1.50], [0.70, -0.39, 1.94], [-0.85, 0.29, 2.49], [-2.08, -0.89, -3.03]], "spin_multiplicity": 1, "e_tot_ev": -6782.9077, "gap_ev": 8.27}

{"formula": "C5H7N", "method": "wB97M-V/def2-TZVPD", "symbols": ["C", "C", "C", "N", "C", "C", "H", "H", "H", "H", "H", "H", "H"], "positions_angstrom": [[1.94, 0.14, -0.22], [0.64, 0.23, -0.57], [-0.20, -0.91, -0.85], [-1.16, -0.78, 0.12], [-1.37, 0.63, 0.36], [-0.29, 1.28, -0.09], [-0.55, -0.80, 1.57], [2.47, -0.79, -0.37], [2.46, 0.97, 0.25], [0.16, -1.90, -1.10], [-1.95, -1.42, 0.16], [-2.23, 0.92, 0.93], [-0.06, 2.32, 0.07]], "spin_multiplicity": 1, "e_tot_ev": -6783.0656, "gap_ev": [7.30, 7.22]}

So what do the calculations give for energy relative to the best compared isomer or geometry (same formula, charge and spin)? Going down the list: 325.26, 560.84, 466.09, 175.24, 349.22, 160.38, 540.78, 525.56 kJ/mol.